Entry 1:
The following is a quantum chemistry calculation of a structure of composition C6H14N2SSe3TeZn in a non-equilibrium geometry, from OMol25.

frontier orbital gap	6.83	eV
HOMO energy	-6.74	eV

Geometry as XYZ:
```
28
Properties=species:S:1:pos:R:3:forces:R:3:mulliken_charge:R:1
Zn -0.714917 -1.012512 -1.098077 -0.28 -0.37 -0.06 0.446
C -1.138517 0.578410 1.271144 -0.92 -1.41 0.09 -0.670
C -0.459649 1.576173 0.386862 0.05 0.87 -0.72 -0.543
N -0.479884 1.143949 -1.046424 -0.38 0.58 0.58 -0.101
C 0.665469 1.617634 -1.816904 -0.16 0.23 0.44 -0.690
C 1.991552 1.060538 -1.259433 -0.82 0.48 0.64 -0.720
S 2.011775 -0.652373 -0.719223 -0.07 -0.50 -0.06 -0.111
C 1.833009 -0.558561 1.084566 0.55 -0.44 0.49 -0.493
C 0.609922 -1.210577 1.661433 -1.77 0.55 0.63 -0.934
N -0.655321 -0.811555 1.022068 -0.11 0.79 0.24 0.015
H -1.044377 0.878506 2.317958 0.10 -0.05 0.08 0.346
H -2.219153 0.525707 1.032394 0.45 0.22 0.11 0.310
H -0.949869 2.565814 0.518278 0.25 -0.49 -0.16 0.381
H 0.577517 1.708314 0.704784 -0.23 0.04 -0.20 0.188
H -1.374943 1.450286 -1.475475 0.83 -0.38 0.39 0.348
H 0.497925 1.278573 -2.826555 0.12 -0.09 -0.48 0.399
H 0.675078 2.723294 -1.822641 0.36 -0.31 -0.07 0.298
H 2.740809 1.095968 -2.007879 0.74 0.33 -0.73 0.471
H 2.308161 1.661862 -0.412279 0.28 0.13 -0.05 0.372
H 2.671578 -1.086824 1.556707 0.09 0.22 -0.37 0.455
H 1.903090 0.468534 1.398070 0.15 0.41 0.02 0.339
H 0.624220 -2.271975 1.568693 0.37 -0.88 -0.28 0.504
H 0.501556 -1.011334 2.750087 0.52 0.11 -0.40 0.322
H -1.403361 -1.473917 1.265782 0.31 0.30 -0.06 0.222
Se -3.079313 -0.628618 -1.754979 -0.11 0.18 -0.19 -0.427
Se -3.492677 -2.108160 -0.007461 -0.48 -0.14 0.19 -0.325
Te -2.480290 -4.146869 -1.036158 -0.07 -0.40 -0.02 0.057
Se -0.119388 -3.360275 -1.255327 0.22 0.00 -0.09 -0.459
```
Positions in Å, forces in eV/Å.

***

Entry 2:
The following is a quantum chemistry calculation of a cluster of 2 separate species, C6H14N3 in total in a non-equilibrium geometry, from OMol25.

frontier orbital gap	12.07	eV
HOMO energy	-15.09	eV
charge	+1

Geometry as XYZ:
```
23
Properties=species:S:1:pos:R:3:forces:R:3:mulliken_charge:R:1
C -2.036669 -0.938767 -0.150534 3.29 -0.49 -1.32 0.464
C -0.758300 1.277232 -0.562647 1.20 -0.81 3.23 0.212
C -0.203816 -0.804510 -1.497039 1.29 -0.41 -0.57 -0.106
C -2.278785 -2.053865 0.760324 -1.23 -2.06 2.20 -1.194
C -0.360350 2.563838 0.008705 0.49 0.61 2.26 -1.410
C 3.347620 0.325969 -0.373244 -0.75 -1.76 -1.23 -0.846
N -0.995972 0.078766 0.379526 -2.20 1.87 0.27 -0.087
N -1.274640 -1.373989 -1.301165 -2.10 -1.53 -0.83 -0.436
N 0.167218 0.175420 -0.480389 0.00 -0.17 -0.23 -0.101
H -2.923498 -0.581906 -0.545889 -1.67 1.87 -0.38 0.350
H -1.486498 1.270087 -1.270013 -1.85 -0.19 -2.39 0.563
H 0.421586 -1.085269 -2.370880 -0.01 0.74 0.95 0.394
H -1.838825 -2.946523 0.286195 -0.29 0.18 0.56 0.325
H -3.369066 -2.297083 1.081504 1.78 0.74 -1.01 0.304
H -1.769219 -1.858225 1.708342 0.11 -0.34 0.02 0.343
H -1.254852 3.189463 0.396907 1.63 -1.09 -0.61 0.347
H 0.168251 3.093066 -0.767958 0.01 0.50 -0.33 0.357
H 0.451532 2.341017 0.803438 -1.52 0.68 -0.94 0.312
H 3.494940 -0.540586 0.320106 -0.12 1.51 0.04 0.247
H 2.693406 1.149248 -0.205230 -0.17 0.67 1.58 0.154
H 4.244957 0.702078 -0.823987 0.58 -0.10 -0.02 0.351
H -0.991874 0.237871 1.405988 0.91 -0.13 -0.86 0.341
H 2.725042 -0.122689 -1.161697 0.63 -0.29 -0.40 0.117
```
Positions in Å, forces in eV/Å.

***

Entry 3:
The following is a quantum chemistry calculation of a cluster of 2 separate species, C6H14N3O in total in a non-equilibrium geometry, from OMol25.

frontier orbital gap (alpha / beta)	8.30 / 8.30	eV
HOMO energy (alpha / beta)	-12.08 / -12.08	eV
charge	+1

Geometry as XYZ:
```
24
Properties=species:S:1:pos:R:3:forces:R:3:mulliken_charge:R:1
C 1.233608 0.214249 -2.069532 -0.82 -0.83 0.28 0.920
C -0.011202 0.317283 2.153444 3.55 3.25 0.11 0.588
C 2.129874 0.989114 -2.909935 1.23 -0.71 -1.10 -1.295
C 0.889659 -1.217697 -2.306750 0.20 -0.88 -2.96 -1.206
C -2.278944 0.549006 1.747351 0.42 2.41 -0.68 -0.970
C -1.452519 -1.467392 2.795021 1.15 -1.86 1.92 -1.021
N 0.598405 0.828602 -1.127094 -0.30 0.36 -1.06 -0.008
N -1.128752 -0.139852 2.412971 -2.53 -0.03 -2.14 0.061
N 0.916849 1.093550 2.234364 -3.52 -2.30 1.75 -0.331
O -0.341964 0.299272 -0.446380 -0.87 -0.56 1.48 -0.697
H 2.487066 1.840927 -2.397985 0.36 1.13 0.49 0.389
H 3.013799 0.427825 -3.256496 -0.35 -0.01 0.38 0.349
H 1.651401 1.297396 -3.822974 -0.44 0.23 -0.43 0.305
H 0.085795 -1.424972 -3.139517 1.36 0.99 1.42 0.277
H 0.533650 -1.750545 -1.484864 -0.72 -0.32 1.66 0.364
H 1.758496 -1.818007 -2.652897 -0.24 0.73 0.02 0.360
H -3.232706 0.160087 2.002349 -0.42 -1.07 0.31 0.439
H -2.346144 1.598363 2.058473 0.44 -0.18 0.42 0.382
H -2.108858 0.651166 0.673030 -0.02 -0.75 0.12 0.339
H -0.608050 -2.158082 2.985573 -0.21 0.78 -0.32 0.355
H -1.933769 -1.297608 3.713081 -0.72 -0.38 1.60 0.462
H -2.177027 -1.964004 2.207151 -0.45 -0.10 -1.34 0.378
H 1.717634 1.117654 1.709278 2.20 0.26 -1.89 0.311
H 0.603699 1.853666 -1.077662 0.72 -0.15 -0.02 0.247
```
Positions in Å, forces in eV/Å.

***

Entry 4:
The following is a quantum chemistry calculation of a cluster of 2 separate species, C6H14N4O in total in a non-equilibrium geometry, from OMol25.

frontier orbital gap	10.81	eV
HOMO energy	-17.81	eV
charge	+2

Geometry as XYZ:
```
25
Properties=species:S:1:pos:R:3:forces:R:3:mulliken_charge:R:1
C -0.178728 0.432390 0.898886 -0.48 -0.51 -0.58 0.036
C 1.207093 -1.210547 -0.345122 -1.87 0.39 -3.38 0.420
C -1.078289 0.694485 -2.732087 -1.44 2.55 0.37 0.112
C -0.343399 0.750503 2.342639 0.28 0.35 -0.75 -0.172
C 0.504841 -0.273474 3.070114 0.84 0.17 1.19 -0.790
C 1.517609 -0.804252 1.979241 1.37 1.42 3.32 -0.721
N 0.777059 -0.668402 0.769204 0.87 -0.39 -0.18 0.172
N -1.254551 -0.477193 -2.531125 0.84 -1.55 -0.23 -0.411
N 2.254730 -1.955386 -0.584543 -0.51 1.24 4.14 -0.237
N -2.286193 1.764100 -2.802802 -1.44 -2.73 -4.89 -0.444
O -0.592660 1.034578 -0.041916 -0.14 -0.19 -0.47 -0.446
H -0.010222 1.810623 2.220695 -0.24 -0.45 1.34 0.302
H -1.378585 0.640546 2.681350 0.09 0.67 -0.38 0.320
H 0.989634 0.129977 4.022686 -0.40 -0.61 -1.54 0.338
H -0.199858 -1.039284 3.396086 0.35 -0.31 -0.05 0.344
H 2.373027 0.002863 2.039341 -1.12 -1.90 -0.52 0.334
H 1.864766 -1.847007 2.210202 -0.24 1.06 -0.41 0.505
H -2.111950 -1.014609 -2.447249 -0.13 0.48 -0.03 0.260
H 0.552990 -1.048461 -1.257371 0.74 0.06 1.20 0.131
H -0.224108 1.381545 -2.813450 0.20 -1.08 -0.02 0.351
H 2.565604 -2.164030 -1.471947 0.43 -0.68 -2.32 0.260
H 2.899212 -2.080835 0.189161 0.26 -0.33 -0.29 0.225
H -2.076028 2.583736 -2.331896 0.61 2.44 0.85 0.329
H -2.543456 1.876565 -3.880910 1.47 0.67 2.33 0.427
H -3.228539 1.481568 -2.579188 -0.35 -0.74 1.33 0.354
```
Positions in Å, forces in eV/Å.

***

Entry 5:
The following is a quantum chemistry calculation of a cluster of 2 separate species, C6H14N5 in total in a non-equilibrium geometry, from OMol25.

frontier orbital gap	9.69	eV
HOMO energy	-12.75	eV
charge	+1

Geometry as XYZ:
```
25
Properties=species:S:1:pos:R:3:forces:R:3:mulliken_charge:R:1
C 1.309524 2.174631 0.278013 -1.21 -0.56 4.02 -0.406
C 1.097856 0.961766 1.046086 -0.38 1.70 -0.44 -0.010
C -1.796067 0.448442 -0.254968 0.37 -1.91 1.06 -0.767
C -1.338715 -0.647585 -1.256504 1.72 4.44 0.88 -1.235
C 0.170099 -0.533654 -1.452983 -0.86 3.12 3.55 -0.543
C 0.963241 -0.994562 -0.218518 -1.98 -1.94 1.33 0.621
N 1.077197 3.254470 1.027383 1.49 1.19 -2.42 -0.507
N 0.708368 1.478493 2.215548 1.50 2.54 -1.50 0.038
N 0.840323 2.901585 2.193618 -0.51 -5.22 -2.06 0.180
N 2.267204 -1.296798 -0.288463 -2.85 1.16 -2.83 -0.436
N 0.323489 -1.701679 0.791325 -0.27 0.03 -1.05 -0.311
H 1.540466 2.344317 -0.690103 0.78 0.09 -2.90 0.615
H -2.807667 0.719344 -0.383449 -1.20 0.31 -0.46 0.437
H -1.177139 1.320015 -0.408987 0.03 0.27 0.53 0.171
H -1.787468 0.010089 0.797235 0.46 1.08 -1.10 0.181
H -1.812654 -0.456223 -2.157666 -0.75 0.25 -1.96 0.451
H -1.609024 -1.547446 -0.950787 -1.25 -4.20 1.29 0.570
H 0.334165 0.583006 -1.617400 0.39 -1.63 -0.07 0.197
H 0.464297 -1.094761 -2.232695 1.40 -1.85 -2.88 0.561
H 0.675173 3.483222 2.903866 -1.02 2.65 3.48 0.144
H 2.665463 -1.519528 0.540491 2.15 -0.77 2.51 0.176
H 2.758814 -0.929086 -1.063135 0.93 0.30 -0.33 0.220
H 1.009188 -2.058242 1.432293 -0.56 -0.43 0.50 0.213
H 0.453778 1.148635 3.089227 -0.39 -1.45 1.67 0.211
H -0.694664 -1.876715 1.006432 2.00 0.81 -0.81 0.230
```
Positions in Å, forces in eV/Å.